Record 1
{
  "formula": "C6H8Br2",
  "method": "wB97M-V/def2-TZVPD",
  "species": ["C", "C", "C", "C", "Br", "C", "C", "Br", "H", "H", "H", "H", "H", "H", "H", "H"],
  "positions_angstrom": [[-0.908, 0.667, -1.428], [-0.859, 0.320, 0.080], [0.196, 1.229, 0.744], [-0.518, -1.125, 0.400], [-1.181, -1.774, 2.120], [0.989, -1.480, 0.201], [2.219, -1.562, 0.168], [3.968, -1.738, 0.071], [0.115, 0.332, -1.826], [-1.039, 1.737, -1.474], [-1.605, 0.319, -2.118], [-1.751, 0.570, 0.660], [1.167, 1.402, 0.068], [0.497, 0.909, 1.787], [-0.328, 2.130, 0.806], [-0.960, -1.937, -0.256]],
  "lowdin_charge": [-0.053, -0.479, -0.102, -0.701, 0.684, -0.139, -0.709, 0.798, 0.111, 0.073, 0.046, 0.113, 0.129, 0.095, 0.042, 0.092],
  "smiles": "CC(C)[C@H](Br)C#CBr",
  "e_lumo_ha": 0.0268,
  "total_charge": 0,
  "fmax_ev_per_a": 4.2,
  "e_homo_ev": -9.551
}



Record 2
{
  "formula": "C6H8Br2N2O3",
  "method": "wB97M-V/def2-TZVPD",
  "species": ["C", "C", "C", "C", "C", "C", "N", "N", "O", "O", "O", "Br", "Br", "H", "H", "H", "H", "H", "H", "H", "H"],
  "positions_angstrom": [[2.721, -0.865, 1.486], [0.923, -2.370, 0.676], [2.307, -0.008, 0.325], [0.784, 0.074, -0.062], [0.581, 0.709, -1.381], [-1.257, 1.061, 1.009], [1.912, -2.003, 1.571], [0.391, -1.318, -0.077], [3.714, -0.713, 2.199], [0.539, -3.489, 0.584], [0.171, 0.762, 0.995], [3.456, -1.050, -1.036], [3.023, 1.777, 0.376], [0.909, 1.764, -1.386], [-0.492, 0.774, -1.424], [0.915, 0.299, -2.392], [-1.900, 0.121, 1.030], [-1.472, 1.520, 0.109], [-1.397, 1.566, 2.020], [2.357, -2.716, 2.143], [-0.470, -1.674, -0.621]],
  "lowdin_charge": [-0.596, -0.566, -0.890, -0.663, -0.061, -0.028, 0.179, 0.134, 0.050, 0.112, -0.154, 0.747, 0.823, 0.075, 0.069, 0.120, 0.105, 0.042, 0.125, 0.174, 0.202],
  "e_lumo_ha": -0.0136,
  "total_charge": 0,
  "fmax_ev_per_a": 3.7,
  "e_homo_ev": -10.145
}



Record 3
{
  "formula": "C6H8Br3O3S",
  "method": "wB97M-V/def2-TZVPD",
  "species": ["C", "C", "C", "C", "C", "C", "O", "O", "O", "S", "Br", "Br", "Br", "H", "H", "H", "H", "H", "H", "H", "H"],
  "positions_angstrom": [[-1.745, -0.626, 0.030], [-1.930, 0.750, -0.586], [-0.329, -1.191, 0.079], [-0.988, 1.674, 0.106], [0.724, -0.174, 0.048], [0.418, 1.116, 0.024], [3.117, 0.055, 1.002], [2.264, -2.139, 0.351], [2.679, -0.417, -1.385], [2.289, -0.721, 0.118], [-0.619, 0.128, 3.293], [1.764, 2.500, -0.310], [3.706, -1.711, -2.597], [-2.228, -0.723, 1.096], [-2.332, -1.407, -0.588], [-1.694, 0.782, -1.692], [-2.875, 1.085, -0.374], [-0.041, -1.597, 1.145], [-0.190, -2.013, -0.558], [-0.879, 2.697, -0.412], [-1.113, 1.933, 1.209]],
  "lowdin_charge": [-0.222, -0.210, -0.221, -0.277, -0.445, -0.571, -0.292, -0.298, -0.684, 0.466, -0.440, 0.751, 0.635, 0.093, 0.121, 0.141, 0.077, 0.104, 0.095, 0.095, 0.080],
  "e_lumo_ha": -0.0105,
  "total_charge": -1,
  "fmax_ev_per_a": 4.3,
  "e_homo_ev": -4.134
}



Record 4
{
  "formula": "C6H8BrNOS",
  "method": "wB97M-V/def2-TZVPD",
  "species": ["C", "C", "C", "C", "C", "C", "N", "O", "S", "Br", "H", "H", "H", "H", "H", "H", "H", "H"],
  "positions_angstrom": [[-0.950, 0.092, 1.736], [2.508, 2.242, -0.334], [-0.903, 0.138, 0.418], [2.472, -0.321, -0.821], [-1.418, -0.900, -0.518], [1.419, 1.522, 0.242], [1.785, -0.754, -1.721], [3.631, 2.238, 0.135], [-0.160, 1.538, -0.446], [4.141, -0.555, -0.067], [-0.576, 0.888, 2.358], [-1.367, -0.760, 2.248], [2.275, 2.763, -1.279], [-0.598, -1.261, -1.137], [-1.859, -1.732, 0.024], [-2.166, -0.466, -1.180], [1.529, 1.074, 1.217], [2.013, -1.507, -2.359]],
  "lowdin_charge": [-0.008, -0.448, -0.634, -0.720, -0.126, -0.435, 0.074, -0.086, 0.959, 0.809, 0.062, 0.067, 0.121, 0.049, 0.079, 0.079, 0.075, 0.083],
  "e_lumo_ha": [-0.0194, -0.0194],
  "total_charge": 0,
  "fmax_ev_per_a": 2.7,
  "e_homo_ev": [-7.929, -7.928]
}



Record 5
{
  "formula": "C6H8CdO4",
  "method": "wB97M-V/def2-TZVPD",
  "species": ["O", "C", "C", "H", "H", "H", "O", "C", "C", "O", "C", "C", "O", "Cd", "H", "H", "H", "H", "H"],
  "positions_angstrom": [[0.439, -0.656, -1.919], [-0.243, -1.711, -1.626], [-0.307, -2.899, -2.245], [-0.924, -1.474, -0.533], [0.494, -3.221, -2.915], [-1.276, -3.387, -2.356], [2.428, 0.904, -0.139], [2.459, 0.797, 1.148], [1.343, 0.608, 1.909], [0.207, 0.889, 1.177], [-1.053, 0.625, 1.261], [-1.763, 1.544, 0.309], [-1.018, 1.815, -0.800], [0.741, 1.102, -1.172], [3.429, 0.597, 1.629], [1.235, 0.504, 2.984], [-1.454, 0.442, 2.266], [-1.989, 2.463, 0.900], [-2.748, 1.056, 0.123]],
  "lowdin_charge": [-0.351, -0.473, -0.073, 0.132, 0.037, 0.027, -0.235, -0.255, -0.080, -0.105, 0.010, -0.360, -0.390, 1.432, 0.130, 0.121, 0.157, 0.144, 0.132],
  "e_lumo_ha": [-0.0717, -0.0716],
  "total_charge": 0,
  "fmax_ev_per_a": 4.1,
  "e_homo_ev": [-7.054, -7.054]
}



Record 6
{
  "formula": "C6H8CdOP",
  "method": "wB97M-V/def2-TZVPD",
  "species": ["C", "C", "C", "C", "C", "Cd", "P", "H", "H", "H", "H", "H", "H", "H", "H", "O", "C"],
  "positions_angstrom": [[1.077, -0.600, -2.132], [0.092, -0.245, -3.133], [-0.963, -1.221, -3.069], [-0.537, -2.199, -2.114], [0.587, -1.679, -1.393], [-0.938, 0.132, -1.194], [-0.070, 2.146, 0.728], [2.024, -0.090, -1.928], [0.106, 0.489, -3.942], [-1.777, -1.350, -3.796], [0.967, -2.100, -0.451], [-0.872, -3.228, -2.095], [-1.107, 2.448, 1.670], [0.178, 3.441, 0.179], [1.001, 2.324, 1.646], [2.921, 0.351, 2.083], [2.006, -0.056, 1.518]],
  "lowdin_charge": [-0.324, -0.377, -0.356, -0.282, -0.343, 0.631, 0.397, 0.076, 0.068, 0.076, 0.061, 0.071, -0.180, -0.193, -0.244, -0.017, -0.065],
  "e_lumo_ha": 0.1279,
  "total_charge": -1,
  "fmax_ev_per_a": 5.2,
  "e_homo_ev": -0.761
}



Record 7
{
  "formula": "C6H8Cl2F3N2",
  "method": "wB97M-V/def2-TZVPD",
  "species": ["F", "C", "F", "F", "C", "C", "N", "C", "C", "Cl", "N", "C", "Cl", "H", "H", "H", "H", "H", "H", "H", "H"],
  "positions_angstrom": [[3.897, -2.151, -0.236], [3.095, -1.150, 0.128], [3.613, -0.400, 1.172], [1.930, -1.728, 0.689], [2.689, -0.195, -0.984], [1.701, 0.889, -0.461], [0.366, 0.452, -0.483], [-0.623, 0.882, 0.151], [-2.137, -0.045, -0.042], [-2.039, -0.974, -1.450], [-2.994, 0.397, 0.727], [-4.297, 0.191, 1.088], [-5.301, -0.581, -0.185], [2.203, -0.628, -1.752], [3.693, 0.145, -1.197], [1.756, 1.800, -1.071], [2.021, 1.289, 0.489], [0.336, -0.421, -0.987], [-0.786, 1.658, 0.864], [-4.322, -0.450, 2.082], [-4.800, 1.021, 1.459]],
  "lowdin_charge": [0.183, -0.520, 0.110, 0.069, -0.003, -0.120, 0.038, 0.130, -0.650, 0.790, -0.026, -0.593, 0.571, 0.095, 0.151, 0.157, 0.142, 0.116, 0.144, 0.155, 0.058],
  "smiles": "FC(F)(F)CC/[NH+]=C/C(Cl)=N/CCl",
  "e_lumo_ha": -0.1875,
  "total_charge": 1,
  "fmax_ev_per_a": 5.8,
  "e_homo_ev": -13.954
}



Record 8
{
  "formula": "C6H8Cl4F5OS2",
  "method": "wB97M-V/def2-TZVPD",
  "species": ["O", "S", "C", "C", "C", "S", "C", "F", "F", "C", "F", "F", "F", "H", "H", "H", "H", "H", "H", "H", "H", "C", "Cl", "Cl", "Cl", "Cl"],
  "positions_angstrom": [[1.054, -0.019, 1.748], [0.823, 0.455, 0.236], [-0.904, 0.188, -0.140], [-1.413, -1.272, -0.076], [-2.326, -1.526, 1.125], [-3.516, -2.855, 0.752], [1.835, -0.771, -0.746], [1.158, -1.160, -1.834], [2.892, -0.051, -1.153], [2.385, -1.985, 0.061], [3.307, -1.579, 0.923], [2.923, -2.813, -0.827], [1.396, -2.609, 0.702], [0.212, -0.256, 2.169], [-1.087, 0.605, -1.124], [-1.428, 0.786, 0.599], [-0.626, -2.010, -0.142], [-2.034, -1.409, -0.952], [-2.904, -0.640, 1.343], [-1.762, -1.838, 1.999], [-2.795, -3.524, -0.159], [0.561, 4.872, -0.904], [1.401, 3.309, -0.708], [0.789, 5.828, 0.553], [1.219, 5.718, -2.295], [-1.161, 4.555, -1.151]],
  "lowdin_charge": [-0.223, 1.192, -0.281, -0.293, -0.563, 0.762, -0.523, 0.151, 0.127, -0.586, 0.209, 0.217, 0.174, 0.107, 0.117, 0.110, 0.092, 0.105, 0.071, 0.066, -0.130, -2.044, 0.488, 0.561, 0.568, 0.525],
  "e_lumo_ha": -0.1692,
  "total_charge": 1,
  "fmax_ev_per_a": 1.4,
  "e_homo_ev": -12.500
}



Record 9
{
  "formula": "C6H8ClFeO7",
  "method": "wB97M-V/def2-TZVPD",
  "species": ["Fe", "Cl", "C", "C", "C", "O", "C", "C", "C", "O", "O", "O", "H", "H", "O", "H", "H", "O", "H", "H", "O", "H", "H"],
  "positions_angstrom": [[-1.144, -1.222, -0.761], [-1.078, -3.113, -2.225], [0.616, 1.907, 1.504], [0.164, 0.910, 0.574], [1.278, 0.223, -0.302], [0.825, -0.590, -1.109], [2.660, 0.621, -0.097], [2.972, 1.600, 0.805], [1.931, 2.187, 1.640], [2.127, 2.873, 2.771], [4.224, 1.930, 0.802], [-0.996, 0.430, 0.459], [-0.201, 2.256, 2.117], [3.405, 0.310, -0.814], [-1.676, 0.162, -2.270], [-2.289, 0.091, -3.001], [-1.140, 0.927, -2.480], [-0.546, -2.510, 0.732], [0.389, -2.540, 0.936], [-0.960, -3.011, 1.435], [-3.134, -1.198, -0.268], [-3.701, -1.415, 0.472], [-3.726, -0.828, -0.923]],
  "lowdin_spin": [3.714, 0.071, 0.005, 0.002, 0.005, 0.041, 0.001, 0.000, 0.001, 0.013, -0.003, 0.047, 0.000, 0.000, 0.028, 0.003, 0.002, 0.031, 0.001, 0.004, 0.030, 0.003, 0.002],
  "e_lumo_ha": [0.0665, 0.0651],
  "multiplicity": 5,
  "total_charge": -1,
  "fmax_ev_per_a": 8.0,
  "e_homo_ev": [-3.812, -3.790]
}



Record 10
{
  "formula": "C6H8ClN",
  "method": "wB97M-V/def2-TZVPD",
  "species": ["C", "C", "Cl", "C", "N", "C", "C", "C", "H", "H", "H", "H", "H", "H", "H", "H"],
  "positions_angstrom": [[-1.742, 0.144, 0.524], [-0.409, -0.456, 0.230], [-0.730, -2.195, -0.340], [0.529, -0.729, 1.429], [1.768, -0.819, 1.223], [2.226, -0.946, -0.080], [1.631, -0.333, -1.110], [0.390, 0.374, -0.849], [-2.173, 0.368, -0.462], [-1.704, 1.010, 1.150], [-2.491, -0.550, 1.008], [0.320, -0.588, 2.459], [3.219, -1.515, -0.115], [2.151, -0.249, -2.222], [0.471, 1.329, -0.326], [-0.324, 0.552, -1.582]],
  "lowdin_charge": [-0.127, -0.745, 0.619, -0.166, 0.048, -0.197, -0.131, -0.188, 0.084, 0.076, 0.096, 0.108, 0.130, 0.164, 0.137, 0.090],
  "smiles": "C[C@]1(Cl)C=NC=CC1",
  "e_lumo_ha": 0.0210,
  "total_charge": 0,
  "fmax_ev_per_a": 4.3,
  "e_homo_ev": -9.143
}



Record 11
{
  "formula": "C6H8CoO6",
  "method": "wB97M-V/def2-TZVPD",
  "species": ["O", "C", "O", "O", "C", "C", "C", "C", "O", "C", "O", "Co", "H", "H", "H", "H", "H", "H", "H", "O", "H"],
  "positions_angstrom": [[-1.936, -2.028, 3.034], [-2.465, -2.213, 1.906], [-3.182, -3.220, 1.683], [-2.209, -1.394, 0.886], [-1.348, -0.320, 1.123], [-0.806, 0.232, -0.087], [-0.123, 1.510, -0.114], [0.854, 1.782, -1.230], [2.132, 1.041, -0.874], [3.165, 1.049, -1.512], [4.181, 1.531, -1.778], [-2.813, -3.524, 3.489], [-0.407, -0.633, 1.651], [-1.771, 0.451, 1.792], [-0.924, -0.341, -1.017], [0.224, 1.851, 0.872], [-1.008, 2.168, -0.331], [1.131, 2.838, -1.270], [0.555, 1.392, -2.207], [2.995, -1.065, -2.701], [3.754, -1.107, -3.315]],
  "lowdin_spin": [0.114, 0.017, 0.128, 0.005, 0.002, 0.000, 0.001, -0.001, -0.018, -0.005, 0.091, 2.745, 0.001, 0.001, 0.000, 0.000, 0.000, 0.000, 0.000, 1.898, 0.022],
  "e_lumo_ha": [-0.6216, -0.8506],
  "multiplicity": 6,
  "total_charge": 4,
  "fmax_ev_per_a": 5.7,
  "e_homo_ev": [-24.238, -25.038]
}



Record 12
{
  "formula": "C6H8CrLiO6",
  "method": "wB97M-V/def2-TZVPD",
  "species": ["O", "C", "C", "O", "O", "C", "H", "H", "H", "H", "Li", "Cr", "O", "C", "C", "O", "O", "C", "H", "H", "H", "H"],
  "positions_angstrom": [[0.893, 0.341, 2.704], [-2.077, 0.459, -0.295], [-0.097, 0.152, 1.892], [-2.882, -0.466, -0.486], [-2.110, 1.037, 0.890], [-0.918, 1.402, 1.601], [-0.591, -0.837, 1.958], [-0.338, 1.340, -1.240], [-0.254, 1.975, 0.941], [-1.245, 1.880, 2.533], [2.573, 0.060, 1.886], [-3.257, -0.168, -2.383], [1.283, -1.732, -0.800], [2.225, -1.104, -0.050], [0.540, -1.029, -1.782], [2.590, -1.736, 0.969], [2.473, 0.112, -0.211], [-0.207, 0.256, -1.379], [-0.067, -1.792, -2.281], [1.277, -0.760, -2.552], [0.235, 0.795, -2.251], [-0.047, -0.185, 0.336]],
  "lowdin_spin": [0.001, -0.048, 0.002, 0.050, -0.023, 0.000, 0.000, -0.004, 0.000, 0.000, 0.000, 4.779, 0.005, 0.001, 0.026, 0.002, 0.007, 0.198, 0.007, 0.001, -0.004, 0.000],
  "e_lumo_ha": [-0.0709, -0.0684],
  "multiplicity": 6,
  "total_charge": 0,
  "fmax_ev_per_a": 3.5,
  "e_homo_ev": [-6.787, -6.790]
}